Record 1
9
Properties=species:S:1:pos:R:3:forces:R:3:lowdin_charge:R:1 method="wB97M-V/def2-TZVPD" homo_energy_ev=-8.95 max_force_ev_per_a=3.68
C -0.0351 -0.6976 -1.4946 0.8 -1.1 -1.3 -0.008
C -1.5557 1.8834 0.0171 -1.0 1.4 0.8 -0.016
N -0.3649 -0.0760 -0.5831 -0.9 1.2 0.4 -0.150
O -0.9707 0.5574 0.3719 -0.9 1.7 1.6 -0.118
I 0.0861 0.2166 -4.9496 1.3 -3.3 -0.7 0.033
I -0.8085 2.4657 -4.5615 -1.3 3.4 0.6 -0.003
H -1.2701 2.8101 0.7082 0.4 -2.5 -1.3 0.127
H -2.6838 1.9089 0.1222 1.2 -0.9 0.0 0.094
H -1.3629 2.0690 -1.0294 0.4 0.2 -0.1 0.041

Record 2
9
Properties=species:S:1:pos:R:3:forces:R:3:lowdin_charge:R:1 method="wB97M-V/def2-TZVPD" homo_energy_ev="-8.18 / -7.78" max_force_ev_per_a=4.08
C 1.2996 -0.8536 -0.6648 -0.8 1.2 -2.7 -0.627
C -0.9111 0.7454 0.4098 -0.4 -2.2 -1.7 -1.334
O -0.3993 1.6978 1.0800 2.0 2.7 2.4 -0.197
I 0.0895 -2.4441 -1.0769 -0.2 -0.4 -0.5 0.688
I -1.8054 1.4502 -1.4536 0.4 -0.3 0.9 0.693
I -2.0580 -0.7636 1.4276 0.0 0.4 0.1 0.655
H 1.5365 -0.2083 -1.6233 -0.2 -1.3 2.5 0.025
H 1.9542 -1.2051 0.0865 1.0 0.6 0.6 -0.078
H 0.2939 1.5815 1.8149 -1.6 -0.6 -1.6 0.175

ΔE to the lowest compared entry with this formula, charge and spin list, top to bottom, in kcal per mole: 98.7 87.5